1.
Molecular formula: C30H21BrCl4N5O4Tc
Method: DFT, the ωB97M-V functional and the def2-TZVPD basis

total charge: +1
molecular weight: 835.245 g mol⁻¹
E_LUMO (alpha / beta): -2.83 / -4.10 eV
⟨S²⟩: 3.77
electronic energy: -6226.01794 hartree
Kohn-Sham gap (alpha / beta): 7.554 / 6.407 eV
2S+1: 4

XYZ file:
```
66
C30H21BrCl4N5O4Tc the ωB97M-V functional and the def2-TZVPD basis
Tc 10.5115 10.9877 11.5982
Br 7.4716 17.3871 15.4933
Cl 8.5016 13.3185 7.7115
Cl 10.7647 14.7050 5.9986
Cl 13.7156 13.7766 6.3534
Cl 14.4472 11.9626 8.9121
O 10.7743 12.5880 12.6632
O 12.0745 11.1885 10.4738
O 9.6307 11.8246 10.0942
O 9.9734 14.3299 11.5101
N 9.6858 9.0719 13.1767
N 8.3729 11.2929 12.5531
N 12.0789 10.2925 13.1241
N 9.4579 13.9100 16.2805
N 10.0498 9.1088 10.4841
C 10.2283 8.0045 8.4089
C 11.8723 12.0424 9.4419
C 13.8145 10.0952 15.2544
C 10.8475 8.3218 13.6692
C 12.5112 13.2961 7.5132
C 8.9734 9.6872 14.2608
C 13.1084 11.1125 13.2602
C 10.1575 13.1629 8.1323
C 11.1529 13.6278 7.3088
C 12.7995 9.1557 15.0768
C 6.8354 11.0565 14.3564
C 10.5199 12.4165 9.2559
C 8.8358 8.2053 12.3573
C 10.1138 13.7566 12.5506
C 8.4410 15.8351 15.2501
C 12.8630 12.4632 8.5892
C 8.6710 15.0142 16.3613
C 14.0255 11.0988 14.3177
C 9.4004 8.0426 10.9663
C 9.6305 14.2242 13.8892
C 7.5808 12.2039 12.0138
C 9.1264 6.9063 10.1983
C 8.0221 10.7200 13.7230
C 9.5714 6.8529 8.8933
C 6.4191 12.6445 12.5870
C 11.9527 9.3126 13.9788
C 9.9036 13.5333 15.0458
C 8.8384 15.3971 13.9922
C 6.0440 12.0773 13.8046
C 10.4616 9.0865 9.2349
H 6.5055 10.6012 15.2999
H 8.6359 7.2281 12.7755
H 7.9144 8.7373 12.2374
H 10.9774 9.9378 8.8591
H 8.6276 6.0684 10.6786
H 9.4307 5.9720 8.3058
H 9.7315 10.1493 14.9430
H 13.1906 11.9026 12.5851
H 8.2780 15.3053 17.3428
H 5.8222 13.4427 12.1845
H 11.1589 7.6565 12.9054
H 10.6373 8.0236 7.4046
H 8.4850 8.9240 14.9033
H 12.6193 8.3297 15.7385
H 14.4511 9.9290 16.1145
H 8.6799 16.0297 13.0981
H 5.2147 12.4080 14.4207
H 7.9535 12.6159 11.1002
H 14.8216 11.8096 14.3927
H 10.5454 12.6695 15.0091
H 10.6110 7.7267 14.5442
```

2.
Molecular formula: C30H21Cl2N7O4RuS
Method: DFT, the ωB97M-V functional and the def2-TZVPD basis

total charge: +1
molecular weight: 747.586 g mol⁻¹
E_LUMO (alpha / beta): -3.22 / -3.84 eV
⟨S²⟩: 0.75
electronic energy: -3253.48253 hartree
Kohn-Sham gap (alpha / beta): 7.255 / 6.589 eV
2S+1: 2

XYZ file:
```
66
C30H21Cl2N7O4RuS the ωB97M-V functional and the def2-TZVPD basis
Ru 0.0029 0.2669 0.1171
Cl 0.6825 5.0759 1.4986
Cl 5.8413 4.0335 0.3754
S 0.1333 1.5463 -4.3426
O -3.7668 -1.2428 -0.4517
O 0.2421 2.2730 0.5545
O -2.7547 -2.0118 2.0785
O -1.6807 -5.9909 -1.1780
N -1.9335 -0.3577 0.6594
N -1.9515 1.7141 -0.8566
N -0.0067 0.3217 -2.1227
N 0.1156 0.0366 2.1800
N -3.1095 -4.2787 -0.7305
N 0.2601 -1.8882 0.0459
N 2.0727 0.5728 -0.2578
C 1.4751 2.6918 0.5617
C 2.9305 -0.2679 -0.7968
C 2.5089 1.8147 0.1172
C -4.1899 2.6660 -2.1651
C -0.7573 -4.0346 -0.2393
C -2.9804 -0.3434 -0.2324
C -1.9389 2.9212 -1.4015
C -3.0443 3.4402 -2.0641
C -1.9542 -1.1598 1.7658
C 1.2271 -2.4711 0.7674
C 4.7601 1.2555 -0.5245
C 3.2222 4.3530 0.9000
C 0.2690 -4.6361 0.4743
C -0.8163 -0.7858 2.6889
C 1.8753 3.9608 0.9551
C 1.1972 0.0779 4.2940
C -0.7037 -2.6729 -0.4531
C 3.8611 2.2001 0.0183
C 4.2913 0.0402 -0.9436
C -3.0560 0.9802 -0.9443
C -0.9988 0.2773 -4.1993
C -1.8981 -4.8692 -0.7691
C -0.9372 -0.2529 -2.9565
C -0.7760 -1.2309 3.9939
C 1.2779 -3.8351 0.9843
C 0.2518 -0.7931 4.8135
C 1.1011 0.4665 2.9703
C -4.2007 1.4006 -1.5956
C 4.1959 3.5061 0.4444
C 0.6209 1.2928 -2.7424
H -1.6352 -0.0194 -5.0154
H -3.2827 -3.3763 -0.3062
H -3.8950 -4.8055 -1.0752
H 4.9503 -0.6928 -1.3858
H 0.3118 -1.1181 5.8433
H 1.8227 1.1428 2.5327
H 1.3729 1.9112 -2.2794
H -3.0037 4.4360 -2.4830
H -5.0634 0.7504 -1.6345
H -1.5574 -1.8975 4.3315
H 1.9749 -1.8163 1.1968
H 2.0075 0.4570 4.8997
H 3.4842 5.3535 1.2161
H -1.5480 -1.0728 -2.6125
H 2.5371 -1.2166 -1.1378
H -1.0236 3.4895 -1.2830
H -1.4957 -2.1901 -1.0033
H -5.0665 3.0475 -2.6712
H 2.0871 -4.2494 1.5683
H 5.8065 1.5113 -0.6192
H 0.2557 -5.7073 0.6269
```

3.
Molecular formula: C30H21F12N3O4OsS2
Method: DFT, the ωB97M-V functional and the def2-TZVPD basis

total charge: 0
molecular weight: 969.855 g mol⁻¹
E_LUMO (alpha / beta): 0.06 / -1.87 eV
⟨S²⟩: 6.02
electronic energy: -3706.54047 hartree
Kohn-Sham gap (alpha / beta): 8.081 / 6.224 eV
2S+1: 5

XYZ file:
```
73
C30H21F12N3O4OsS2 the ωB97M-V functional and the def2-TZVPD basis
Os -0.3982 0.8595 0.1505
S 0.9037 -1.4552 -2.6619
S 2.6900 0.7133 -3.6321
F 1.3878 -0.6574 4.4221
F 0.6961 1.3492 3.9903
F -4.8632 0.5841 1.4405
F -5.4878 0.0439 -1.1523
F 3.0009 1.9741 2.8331
F 3.7368 0.0588 3.4689
F -4.0835 1.2861 -2.2040
F 3.8373 0.6200 1.3799
F -4.1139 2.2870 0.3456
F -0.4121 -0.3484 3.2730
F -2.8417 1.2716 1.7672
F -3.9082 -0.8578 -2.3312
O -0.1722 2.8137 -0.2425
O 1.1514 1.0289 1.2802
O -0.5687 5.2911 0.4928
O -2.0745 0.7297 -0.7775
N -0.5720 -1.0293 0.6454
N 0.6838 1.0732 -1.9123
N 1.1290 2.3859 -2.0914
C -4.1631 -2.0429 0.4772
C 1.8879 -1.8132 -4.1406
C -2.9667 -3.5988 1.8033
C 1.5411 7.3462 -1.5810
C 0.6195 -1.7883 0.8631
C 0.6403 6.9399 -0.6207
C 2.1448 6.4133 -2.4225
C -3.2248 0.1508 -0.2867
C 2.9230 -3.3717 1.1547
C -3.0353 -1.2399 0.3142
C 3.0807 0.6938 2.4820
C -4.1948 0.1585 -1.5091
C 1.8249 5.0813 -2.2853
C 1.8452 -3.8220 0.4049
C 4.1661 -4.1972 1.3307
C 3.1553 -0.9907 -4.0481
C 0.7180 -3.0385 0.2588
C 1.7105 -1.3002 1.5976
C 0.9139 4.6413 -1.3189
C -1.8082 -1.6944 0.8334
C 0.8249 0.1220 3.4881
C 2.8332 -2.1115 1.7309
C -4.1570 -3.2312 1.1881
C -5.4078 -4.0475 1.3425
C -1.8265 -2.8465 1.6307
C 1.6649 0.1108 2.1814
C -3.7917 1.0863 0.8246
C 0.3193 5.5886 -0.4747
C 1.3512 0.2328 -2.6156
C 0.6161 3.2009 -1.2327
H -5.9178 -3.8086 2.2772
H 2.8543 6.7286 -3.1742
H -5.1816 -5.1135 1.3553
H 1.7793 8.3972 -1.6770
H -0.1133 -3.3983 -0.3310
H 3.6772 -1.7661 2.3081
H 2.0925 -2.8830 -4.1500
H -6.1041 -3.8569 0.5273
H -0.9196 -3.1494 2.1305
H -2.9282 -4.4817 2.4291
H 3.8193 -1.3805 -3.2762
H 2.2773 4.3379 -2.9271
H 0.1633 7.6461 0.0432
H 1.3101 -1.5471 -5.0253
H -5.1057 -1.7139 0.0645
H 3.6849 -0.9684 -5.0000
H 4.3930 -4.3433 2.3871
H -0.6754 4.3223 0.5106
H 5.0286 -3.7058 0.8775
H 4.0559 -5.1775 0.8699
H 1.8843 -4.7921 -0.0744
```